[1]
Below is a single C6H9N3O2 molecule, with properties calculated with ωB97M-V/def2-TZVPD.

As for the total charge: 0.

Last column: Mulliken charge in e.
Positions of all 20 atoms, in Å:
O 4.23782 -0.10493 0.59218  -0.60
O 3.29821 -1.85465 -0.16320  -0.60
N 3.37578 -0.68333 0.01212  0.98
N -1.72422 -1.86599 -0.85599  -0.46
N -0.76574 0.22315 -0.50119  -0.42
C 1.92408 1.36130 -0.10350  -0.03
C -0.58016 1.47782 -0.20684  -0.16
C 2.12177 0.04068 -0.24416  -0.42
C 0.65984 2.03467 -0.13259  -0.69
C -1.61330 -0.64519 -0.15747  0.78
C -2.56168 -0.52017 0.90690  -1.06
H -1.95099 -2.61815 -0.35839  0.17
H -1.03062 -1.97132 -1.47751  0.26
H -3.53912 -0.00363 0.58572  0.25
H 2.67455 2.17507 -0.02085  0.31
H 1.37496 -0.66432 -0.72785  0.31
H -1.41289 2.13974 -0.22077  0.37
H -2.93228 -1.57361 1.10318  0.33
H -2.22628 0.02165 1.83022  0.31
H 0.67029 3.03120 0.13997  0.38

Atomic forces in eV per Å
O 2.248 1.014 0.579
O 0.554 -2.711 -0.853
N -2.788 2.076 0.573
N -1.047 5.569 0.605
N 0.206 -3.096 -1.639
C 0.549 0.779 -0.278
C 1.456 2.085 -0.033
C -0.892 -0.826 -1.600
C -1.335 -1.788 0.159
C 0.395 -0.925 -1.323
C -3.494 -0.284 2.200
H -1.189 -3.571 2.358
H 2.907 -0.684 -2.834
H 1.532 -0.477 0.133
H 0.379 -1.489 0.516
H 0.932 1.144 1.315
H -0.862 0.600 0.300
H 0.378 1.311 0.563
H -0.080 -0.733 -0.926
H 0.149 2.006 0.184

[2]
Below is a single C6H9N3O3 molecule, with properties calculated with ωB97M-V/def2-TZVPD.

As for the total charge: 0.

Last column: Mulliken charge in e.
Positions of all 21 atoms, in Å:
O 0.54910 -2.02449 1.44943  -0.55
O 0.88409 -0.24805 2.62691  -0.62
O 2.12946 -1.15304 -0.53797  -0.45
N 0.44048 -0.86409 1.65624  1.03
N -0.62667 0.04127 -0.53963  0.20
N -1.46597 1.92378 0.26785  -0.64
C 0.03836 -0.91178 -1.49601  -0.73
C -1.22570 1.22974 -0.81280  0.69
C -0.30352 0.09432 0.80386  0.12
C -1.83976 1.60120 -2.18069  -1.25
C 1.44759 -0.55493 -1.67022  -0.52
C -0.77524 1.31222 1.26716  -0.44
H 1.69418 0.48419 -1.88839  0.36
H -0.49856 -0.70945 -2.44103  0.42
H 2.64733 -0.44260 -0.28802  0.31
H -1.01595 1.67942 -2.90196  0.32
H -2.31152 2.54728 -1.97665  0.37
H -0.01850 -1.96224 -1.27398  0.30
H -0.75144 1.74182 2.24462  0.48
H -2.57075 0.83499 -2.41532  0.30
H 1.83877 -1.10002 -2.52534  0.33

Atomic forces in eV per Å
O -0.328 -1.388 -0.501
O 0.275 -0.941 0.025
O -1.281 -0.211 -1.504
N -0.497 3.185 0.384
N 1.404 -1.802 0.320
N 1.084 0.736 0.052
C -2.166 2.374 -1.214
C -1.789 -0.489 -1.442
C 0.012 0.703 0.721
C 1.465 -0.746 1.793
C 1.560 -1.854 -0.323
C -0.555 -1.124 -0.354
H -0.256 0.221 0.640
H 0.162 -0.400 0.270
H 2.228 1.765 1.605
H -0.581 0.041 -0.183
H -0.181 0.326 -0.361
H -0.466 -0.185 0.682
H 0.125 -0.155 0.357
H -0.063 0.036 -0.485
H -0.151 -0.090 -0.482

[3]
Below is 2 unconnected molecules or ions with the total composition C6H9N3O3, with properties calculated with ωB97M-V/def2-TZVPD.

As for the total charge: 0.

Last column: Mulliken charge in e.
Positions of all 21 atoms, in Å:
O 1.58111 -1.20648 -1.60177  -0.33
O 0.74681 -2.90000 -0.37259  -0.59
O 2.49503 0.09816 0.04333  -0.34
N -0.89236 0.57638 1.43127  0.23
N 0.03354 1.33864 -0.56637  -0.67
N -2.09118 0.21735 1.99071  -0.77
C -0.96932 0.97234 0.11029  0.24
C 1.33132 -1.85683 -0.44653  0.60
C 2.29415 -0.00697 -1.34697  -0.11
C -2.45246 0.84106 -0.21846  -0.27
C 1.92127 -1.02123 0.67507  0.02
C -2.99287 0.35352 1.09976  -0.27
H -2.61637 0.12445 -1.04749  0.29
H 1.14941 -0.73244 1.36931  -0.11
H -2.87648 1.78265 -0.51490  0.30
H 1.69417 0.83392 -1.71566  0.26
H -0.04083 0.53393 1.96583  0.35
H 3.26022 -0.05243 -1.86787  0.25
H -4.03627 0.12293 1.32661  0.41
H -0.23132 1.58222 -1.52847  0.20
H 2.69243 -1.60117 1.21490  0.30

Atomic forces in eV per Å
O -0.076 -0.241 0.065
O 0.211 0.445 -0.070
O 0.191 -0.148 -0.045
N 0.260 0.190 -0.325
N -0.373 0.447 -0.483
N -0.149 -0.027 0.092
C -0.594 -0.151 0.307
C -0.178 -0.180 0.141
C 0.358 0.352 -0.394
C 0.245 -0.829 -0.072
C 0.770 -0.352 -0.259
C -0.340 -0.094 -0.064
H 0.080 0.291 0.426
H -0.197 -0.082 0.170
H -0.198 0.522 -0.162
H 0.435 -0.352 0.198
H -0.329 0.172 0.090
H -0.126 -0.116 0.161
H 0.442 0.083 -0.071
H -0.103 -0.078 0.502
H -0.328 0.148 -0.205

[4]
Below is a single C6H9N3OS molecule, with properties calculated with ωB97M-V/def2-TZVPD.

As for the total charge: 0.

Last column: Mulliken charge in e.
Positions of all 20 atoms, in Å:
S 0.57516 0.61879 -0.97177  0.75
O -0.21945 1.15879 -2.05403  -0.65
N 1.32361 -0.65375 -1.31709  -0.38
N -1.57072 -0.63237 0.38314  -0.31
N -0.48524 0.96919 1.67309  -0.46
C 1.94372 1.76658 -0.67283  -1.01
C -2.46735 -0.78304 1.31075  -0.18
C -1.43217 0.86180 2.61440  -0.06
C -0.68594 0.36098 0.55674  0.44
C -2.52229 0.04136 2.43990  -0.47
C 0.43413 -1.67947 -1.84136  -0.66
H 0.50757 -2.73142 -1.23858  0.19
H 2.42112 1.43612 0.17551  0.36
H -3.12421 -1.63946 1.17145  0.42
H 2.53767 1.67246 -1.63112  0.31
H 0.76287 -1.84288 -2.87852  0.24
H -1.17172 1.36758 3.61244  0.33
H -0.62649 -1.34868 -1.63266  0.36
H 1.72268 2.78305 -0.36182  0.37
H -3.37291 0.11955 3.10944  0.37

Atomic forces in eV per Å
S 0.003 -0.025 -0.783
O -0.907 0.601 0.554
N 0.458 0.128 1.336
N 1.226 0.791 -1.457
N 0.513 1.394 0.470
C -0.774 0.194 -1.220
C -0.848 -0.293 0.780
C 0.966 0.308 1.628
C 0.788 -0.959 -1.205
C -0.269 0.489 0.004
C -0.749 -2.080 1.651
H 0.192 2.424 -1.349
H 1.685 -1.387 1.603
H -0.215 0.273 0.130
H -0.730 0.159 1.311
H -0.835 -0.162 0.236
H -0.793 -0.582 -1.687
H 0.907 -0.888 -1.278
H -0.847 0.165 -0.772
H 0.229 -0.550 0.046

[5]
Below is a single C6H9N3OS molecule, with properties calculated with ωB97M-V/def2-TZVPD.

As for the total charge: 0.

Last column: Mulliken charge in e.
Positions of all 20 atoms, in Å:
S -1.51296 -0.68199 0.15267  0.94
O -1.88206 -1.37996 -1.08306  -0.68
N -1.92700 0.90950 0.01854  -0.30
N 1.04435 -1.51691 -0.46979  -0.48
N 0.87793 0.59251 0.59722  -0.38
C 2.19837 0.74520 0.47942  0.04
C -1.68922 1.67945 -1.23692  -0.81
C -2.10389 -1.16628 1.57928  -1.09
C 0.36277 -0.52040 0.08328  0.43
C 3.04674 -0.23780 -0.00702  -0.44
C 2.40806 -1.44006 -0.43253  -0.17
H -2.02590 1.16183 -2.03847  0.34
H -2.30310 2.59129 -1.14289  0.30
H 3.00856 -2.33409 -0.91138  0.32
H -2.49934 -2.20127 1.64564  0.32
H -1.61884 1.41497 0.81999  0.28
H -1.47789 -1.09028 2.35506  0.37
H 4.02884 0.04639 0.01983  0.44
H 2.66431 1.74503 0.88651  0.29
H -0.59973 1.68287 -1.31538  0.29

Atomic forces in eV per Å
S 0.154 -0.370 -1.492
O 0.096 0.909 1.329
N -0.872 -0.331 -1.164
N 1.353 -0.286 0.535
N -0.146 0.194 -0.239
C 0.499 1.491 1.179
C 1.127 0.161 3.213
C -1.944 -1.857 -2.027
C 0.495 -0.070 0.020
C -3.448 -1.123 -0.025
C 0.301 0.062 -1.200
H -1.318 -1.819 -2.364
H 1.020 -0.075 -0.091
H -1.379 1.881 1.193
H -0.003 0.794 -0.907
H 0.058 0.249 0.782
H 2.535 1.095 2.913
H 2.597 -0.257 -0.314
H -1.110 -2.000 -0.880
H -0.014 1.354 -0.460

One value per record, in order, for calculated total energy: -548.59842 -623.88446 -623.96745 -871.58683 -871.55940 Eh.
One value per record, in order, for gap between HOMO and LUMO: 7.864 9.328 9.749 8.944 8.121 eV.